The following is a DFT calculation (the ωB97M-V functional and the def2-TZVPD basis) of a cluster of 13 separate species, C53H82BF4NO22S4 in total in a non-equilibrium geometry.

Cartesian coordinates (Å):
1 C -5.708 -3.053 4.468
2 C -5.581 -1.513 4.266
3 N -5.790 -0.977 2.814
4 C -7.265 -1.228 2.549
5 C -5.602 0.513 2.816
6 C -6.280 1.393 3.875
7 C -5.053 -1.680 1.737
8 C -3.579 -1.368 1.794
9 O -3.009 -1.547 3.066
10 C -1.595 -1.302 3.091
11 H -6.749 -3.376 4.474
12 H -5.454 -3.120 5.527
13 H -5.075 -3.641 3.813
14 H -4.608 -1.137 4.567
15 H -6.326 -1.024 4.889
16 H -7.423 -2.304 2.555
17 H -7.424 -0.900 1.522
18 H -7.896 -0.703 3.256
19 H -5.873 0.877 1.821
20 H -4.544 0.783 2.813
21 H -6.295 2.461 3.676
22 H -5.955 1.252 4.905
23 H -7.337 1.110 3.894
24 H -5.405 -1.381 0.754
25 H -5.215 -2.747 1.882
26 H -3.335 -0.368 1.414
27 H -3.034 -2.018 1.098
28 H -1.025 -1.987 2.466
29 H -1.157 -1.173 4.079
30 H -1.505 -0.290 2.683
31 O 2.490 1.695 2.382
32 C 2.135 0.829 1.626
33 O 1.184 0.909 0.741
34 B 1.124 -0.363 -0.038
35 O 2.228 -1.190 0.505
36 C 2.789 -0.544 1.530
37 O 3.683 -0.934 2.211
38 O -0.178 -1.036 0.154
39 C -0.864 -0.929 -0.969
40 O -1.984 -1.329 -1.161
41 C 0.100 -0.375 -2.077
42 O 1.207 -0.047 -1.490
43 O -0.206 -0.248 -3.232
44 F -4.296 3.761 -7.428
45 C -3.475 3.517 -6.390
46 C -3.521 4.377 -5.310
47 C -2.724 4.070 -4.190
48 C -1.813 3.021 -4.237
49 C -1.688 2.237 -5.384
50 C -2.544 2.496 -6.451
51 H -4.267 5.158 -5.284
52 H -2.940 4.636 -3.294
53 H -1.143 2.778 -3.422
54 H -0.956 1.441 -5.365
55 H -2.441 1.943 -7.376
56 F -1.270 -3.629 -8.938
57 C -0.584 -3.223 -7.855
58 C -1.180 -3.041 -6.633
59 C -0.458 -2.519 -5.572
60 C 0.903 -2.323 -5.724
61 C 1.580 -2.680 -6.897
62 C 0.799 -3.072 -8.002
63 H -2.256 -3.156 -6.578
64 H -0.981 -2.279 -4.658
65 H 1.436 -1.871 -4.897
66 H 2.631 -2.487 -7.060
67 H 1.251 -3.323 -8.952
68 F 8.671 5.605 2.964
69 C 7.572 4.858 3.212
70 C 6.999 4.166 2.191
71 C 5.877 3.370 2.356
72 C 5.471 3.193 3.675
73 C 6.128 3.766 4.763
74 C 7.169 4.659 4.523
75 H 7.459 4.351 1.225
76 H 5.531 2.829 1.488
77 H 4.638 2.514 3.811
78 H 5.822 3.602 5.785
79 H 7.597 5.304 5.279
80 F -0.611 3.770 -0.057
81 C 0.152 4.250 -1.060
82 C -0.367 5.297 -1.836
83 C 0.339 5.774 -2.925
84 C 1.552 5.195 -3.262
85 C 2.055 4.195 -2.459
86 C 1.402 3.754 -1.319
87 H -1.393 5.568 -1.621
88 H -0.076 6.633 -3.436
89 H 2.230 5.500 -4.048
90 H 3.020 3.742 -2.647
91 H 1.824 2.924 -0.768
92 C -2.949 -4.647 -2.171
93 S -1.322 -5.357 -1.651
94 O -1.393 -6.762 -2.183
95 C -0.283 -4.364 -2.771
96 H -2.880 -3.576 -2.379
97 H -3.751 -4.816 -1.456
98 H -3.250 -5.072 -3.130
99 H -0.475 -3.293 -2.838
100 H -0.513 -4.663 -3.796
101 H 0.760 -4.557 -2.527
102 C -4.856 -1.467 -1.942
103 S -5.480 0.233 -2.113
104 O -5.795 0.858 -0.754
105 C -3.921 1.047 -2.511
106 H -4.435 -1.682 -2.929
107 H -5.549 -2.277 -1.725
108 H -3.983 -1.482 -1.284
109 H -3.993 2.123 -2.644
110 H -3.400 0.542 -3.325
111 H -3.244 0.938 -1.659
112 C 2.765 4.934 1.600
113 S 1.653 5.096 3.072
114 O 2.413 5.947 4.039
115 C 0.509 6.194 2.214
116 H 2.202 4.740 0.690
117 H 3.391 4.090 1.885
118 H 3.422 5.797 1.499
119 H -0.051 6.533 3.089
120 H -0.153 5.691 1.511
121 H 1.022 7.049 1.778
122 C 5.321 1.604 -4.761
123 S 4.076 0.687 -5.760
124 O 4.539 -0.745 -5.689
125 C 2.739 0.872 -4.548
126 H 5.429 1.417 -3.695
127 H 5.327 2.672 -5.005
128 H 6.317 1.444 -5.188
129 H 2.683 1.939 -4.313
130 H 2.912 0.265 -3.663
131 H 1.742 0.761 -4.959
132 C 5.161 -3.808 1.971
133 O 5.428 -4.612 3.108
134 C 6.678 -4.872 3.458
135 O 7.658 -4.419 2.925
136 O 6.659 -5.581 4.579
137 C 7.855 -6.025 5.216
138 H 5.674 -2.851 1.900
139 H 4.089 -3.653 1.944
140 H 5.415 -4.344 1.054
141 H 8.528 -6.380 4.438
142 H 7.551 -6.839 5.869
143 H 8.303 -5.258 5.847
144 C 1.668 -4.249 1.067
145 O 1.983 -5.328 1.944
146 C 2.844 -6.248 1.509
147 O 3.525 -6.190 0.516
148 O 2.845 -7.249 2.368
149 C 3.732 -8.319 2.155
150 H 0.886 -4.537 0.359
151 H 2.557 -3.980 0.503
152 H 1.178 -3.409 1.552
153 H 4.140 -8.297 1.146
154 H 3.260 -9.278 2.365
155 H 4.589 -8.335 2.833
156 C -4.321 4.129 5.377
157 O -3.647 2.968 4.857
158 C -2.414 3.162 4.337
159 O -1.671 4.077 4.559
160 O -2.169 2.126 3.545
161 C -1.130 2.239 2.556
162 H -5.101 3.771 6.043
163 H -4.722 4.775 4.597
164 H -3.628 4.747 5.946
165 H -0.539 3.147 2.635
166 H -1.652 2.205 1.600
167 H -0.490 1.365 2.635

Results
* HOMO energy: -8.5 eV
* LUMO energy: -0.4 eV
* DFT total energy: -157712.2366 eV
* frontier orbital gap: 8.069 eV



The following is a DFT calculation (the ωB97M-V functional and the def2-TZVPD basis) of a structure of composition C53H99IN11NbO5P in a non-equilibrium geometry.

Cartesian coordinates (Å):
1 C -0.317 5.737 2.591
2 C -0.240 4.072 2.586
3 O -0.782 3.619 3.876
4 P -0.858 1.845 3.934
5 O -1.139 1.485 5.455
6 C -2.315 1.214 2.830
7 C -1.898 0.906 1.280
8 Nb -0.746 -1.006 0.899
9 I -0.885 -1.913 3.563
10 C -0.455 -0.271 -1.285
11 C 1.130 -0.376 -1.766
12 C 1.534 -1.905 -2.213
13 O 0.781 -2.515 -3.137
14 O 2.731 -2.530 -1.579
15 O 0.698 1.207 3.488
16 C 1.801 1.894 4.226
17 C 2.707 0.797 5.094
18 H -1.270 6.055 3.230
19 H -0.403 6.082 1.468
20 H 0.648 6.115 3.139
21 H 0.866 3.756 2.372
22 H -0.926 3.728 1.703
23 H -3.077 2.133 2.790
24 H -2.943 0.343 3.352
25 H -1.298 1.790 0.777
26 H -2.918 0.834 0.664
27 H 0.873 -0.219 1.261
28 H 0.185 -2.511 0.475
29 H -2.304 -1.877 0.468
30 H -0.726 0.889 -1.355
31 H -1.157 -0.885 -2.002
32 H 1.250 0.307 -2.736
33 H 1.886 0.054 -0.969
34 H 2.891 -2.086 -0.695
35 H 1.405 2.713 4.982
36 H 2.467 2.410 3.381
37 H 3.872 0.951 4.901
38 H 2.325 -0.265 4.782
39 H 2.542 1.057 6.234
40 C -0.879 1.352 8.373
41 C -1.410 0.943 9.743
42 C -0.303 0.506 10.704
43 C 0.429 -0.697 10.131
44 N 1.037 -1.695 9.656
45 H -0.386 0.517 7.864
46 H -1.701 1.683 7.730
47 H -0.161 2.175 8.460
48 H -2.133 0.128 9.614
49 H -1.952 1.788 10.181
50 H -0.732 0.236 11.675
51 H 0.412 1.320 10.864
52 C -1.472 -2.744 -5.100
53 C -2.911 -2.738 -5.608
54 C -3.768 -1.652 -4.954
55 C -3.825 -1.878 -3.452
56 N -3.873 -2.066 -2.206
57 H -1.423 -2.961 -4.028
58 H -0.891 -3.515 -5.615
59 H -0.989 -1.776 -5.279
60 H -3.355 -3.724 -5.424
61 H -2.904 -2.584 -6.693
62 H -4.784 -1.681 -5.361
63 H -3.350 -0.660 -5.154
64 C 1.337 -7.117 5.546
65 C 1.602 -5.659 5.905
66 C 1.530 -4.726 4.694
67 C 2.577 -5.132 3.670
68 N 3.446 -5.468 2.821
69 H 2.089 -7.506 4.853
70 H 1.370 -7.742 6.444
71 H 0.349 -7.235 5.085
72 H 2.590 -5.583 6.375
73 H 0.866 -5.337 6.649
74 H 1.713 -3.692 5.006
75 H 0.538 -4.771 4.232
76 C -8.603 -1.730 -8.227
77 C -7.886 -0.822 -7.234
78 C -6.551 -0.296 -7.765
79 C -5.620 -1.462 -8.058
80 N -4.848 -2.429 -8.301
81 H -8.020 -2.630 -8.446
82 H -9.564 -2.058 -7.817
83 H -8.796 -1.206 -9.170
84 H -7.723 -1.376 -6.301
85 H -8.536 0.027 -6.995
86 H -6.083 0.359 -7.023
87 H -6.703 0.283 -8.682
88 C -12.785 -3.649 -4.595
89 C -11.382 -3.639 -5.195
90 C -10.378 -2.857 -4.347
91 C -10.823 -1.408 -4.229
92 N -11.193 -0.207 -4.132
93 H -13.204 -2.640 -4.532
94 H -13.460 -4.243 -5.219
95 H -12.778 -4.084 -3.589
96 H -11.431 -3.211 -6.204
97 H -11.034 -4.673 -5.300
98 H -9.387 -2.891 -4.812
99 H -10.298 -3.292 -3.345
100 C 3.356 -4.062 -4.697
101 C 4.878 -4.004 -4.782
102 C 5.378 -3.389 -6.091
103 C 4.896 -4.224 -7.266
104 N 4.496 -4.916 -8.242
105 H 2.931 -4.698 -5.480
106 H 3.045 -4.480 -3.734
107 H 2.919 -3.061 -4.790
108 H 5.278 -5.019 -4.670
109 H 5.258 -3.413 -3.941
110 H 6.472 -3.358 -6.097
111 H 5.008 -2.364 -6.200
112 C -0.200 10.695 2.254
113 C -0.731 10.286 3.624
114 C 0.376 9.849 4.586
115 C 1.108 8.647 4.013
116 N 1.716 7.649 3.538
117 H 0.293 9.860 1.746
118 H -1.022 11.026 1.612
119 H 0.518 11.519 2.342
120 H -1.454 9.472 3.496
121 H -1.273 11.132 4.063
122 H -0.053 9.580 5.556
123 H 1.091 10.664 4.745
124 C 10.587 -1.511 -5.970
125 C 10.306 -1.978 -4.545
126 C 8.928 -2.625 -4.391
127 C 7.846 -1.620 -4.753
128 N 6.949 -0.786 -5.054
129 H 9.882 -0.736 -6.287
130 H 11.592 -1.083 -6.038
131 H 10.523 -2.346 -6.676
132 H 10.392 -1.120 -3.867
133 H 11.075 -2.701 -4.250
134 H 8.781 -2.955 -3.358
135 H 8.839 -3.501 -5.043
136 C 6.148 2.460 -5.496
137 C 5.210 3.109 -6.508
138 C 5.898 4.183 -7.354
139 C 6.419 5.290 -6.453
140 N 6.852 6.209 -5.705
141 H 6.522 3.186 -4.768
142 H 5.621 1.681 -4.935
143 H 7.007 1.998 -5.997
144 H 4.358 3.547 -5.973
145 H 4.810 2.334 -7.171
146 H 5.189 4.607 -8.072
147 H 6.734 3.752 -7.916
148 C 5.436 -9.030 8.131
149 C 4.498 -8.380 7.118
150 C 5.186 -7.307 6.273
151 C 5.707 -6.199 7.174
152 N 6.140 -5.281 7.922
153 H 5.811 -8.304 8.859
154 H 4.909 -9.809 8.691
155 H 6.295 -9.491 7.630
156 H 3.646 -7.943 7.654
157 H 4.098 -9.156 6.456
158 H 4.477 -6.882 5.555
159 H 6.022 -7.737 5.711
160 C -4.792 7.174 4.022
161 C -5.730 7.823 3.010
162 C -5.041 8.897 2.165
163 C -4.520 10.004 3.066
164 N -4.088 10.923 3.813
165 H -4.417 7.900 4.750
166 H -5.318 6.395 4.583
167 H -3.933 6.712 3.522
168 H -6.581 8.261 3.546
169 H -6.130 7.048 2.348
170 H -5.751 9.321 1.447
171 H -4.206 8.466 1.602

Results
* HOMO energy: -5.3 eV
* net charge: -1
* LUMO energy: 1.7 eV
* DFT total energy: -102119.3092 eV
* frontier orbital gap: 6.922 eV



Question: Among the records above, which one has the lowest DFT total energy?
Answer: C53H82BF4NO22S4



Question: What is the DFT total energy in the first record?
Answer: -157712.2366 eV